[1]
Density functional theory data (ωB97M-V/def2-TZVPD) for a molecular structure, C18H47MgNO4Si2 at a distorted geometry.

The geometry in XYZ format:
```
73
Properties=species:S:1:pos:R:3:forces:R:3:mulliken_charge:R:1
Si -0.99011 4.36215 -2.77266 0.6 0.4 0.0 0.4917
Si -2.39360 1.89645 1.98003 0.9 0.6 -0.2 0.1924
Mg -1.72929 1.22284 -0.83901 0.5 -1.2 0.8 1.2935
O -2.63591 -0.33323 -1.74347 0.4 0.0 -0.1 -0.8457
O 1.69395 2.89954 -4.07911 0.8 0.1 -1.1 -0.2055
O 2.89458 2.23501 -1.80497 -0.1 -0.9 0.3 0.1520
O -2.13108 -2.31055 -2.76751 -0.7 0.6 0.3 -0.6854
N -0.40271 -0.56273 -0.33550 0.3 -0.3 0.3 -0.5424
C 3.05194 0.82432 -1.93410 -0.5 0.4 0.3 0.2515
C -1.03704 -1.83402 -0.75167 0.0 0.2 0.0 -0.4701
C 0.24118 5.67103 -2.16022 0.1 -0.2 0.1 -1.0031
C -2.04455 -1.49627 -1.86013 0.5 -0.1 -0.6 0.5856
C 3.97277 3.60154 -4.87574 0.3 0.0 0.0 -1.3665
C -1.09339 4.53475 -4.63469 0.0 -0.1 -0.2 -0.9767
C -0.40289 2.63001 -2.26037 1.5 0.1 -0.2 2.0990
C -2.67137 4.79029 -2.07767 -0.1 -0.1 0.0 -0.9267
C -2.99830 0.13530 1.70086 -0.2 -0.2 0.0 -1.1060
C 3.38717 2.11303 0.68949 -0.1 0.2 0.0 -1.5214
C 1.33585 2.22352 -5.30694 0.1 0.7 0.4 -0.4872
C -0.91155 2.27151 0.95549 -0.5 -0.3 -0.2 -0.7636
C 2.72215 3.91928 -4.09312 -0.7 -0.1 0.2 -0.1240
C -2.04809 2.15169 3.79989 -0.3 0.0 0.5 -1.1324
C 3.02041 2.90612 -0.55446 0.1 0.3 -0.3 -0.0234
C 2.06586 0.91572 -5.46587 0.2 -0.3 -0.1 -1.3236
C 4.34442 0.50537 -2.64339 0.2 -0.3 -0.1 -1.3234
C -3.72744 3.07452 1.37468 -0.2 0.1 0.2 -0.9782
H 4.52377 2.76844 -4.41836 -0.2 0.2 -0.2 0.2271
H -1.69544 3.72419 -5.06130 0.0 0.1 0.0 0.3326
H 0.02365 6.66097 -2.59059 -0.1 -0.3 0.1 0.3736
H -0.10771 4.50100 -5.11518 -0.2 0.0 0.2 0.0966
H 0.20190 5.77096 -1.06657 0.0 0.0 -0.2 0.3323
H 3.59063 2.86081 1.46441 -0.1 -0.2 0.0 0.4078
H -0.30360 -2.57462 -1.10182 -0.3 0.3 -0.1 0.3399
H 5.19123 0.97867 -2.13504 -0.1 0.0 -0.1 0.2908
H 2.07206 3.45109 -0.38806 0.3 -0.2 0.1 0.1007
H -1.03444 1.83373 -2.73343 0.4 0.3 0.1 0.8128
H 0.69195 2.52347 -2.64806 -2.1 -0.1 0.5 -1.1215
H 4.30131 1.52418 0.57186 -0.1 0.0 -0.1 0.3788
H 3.75371 3.38466 -5.93004 0.2 0.1 0.3 0.3211
H -0.04537 -0.64361 0.61221 -0.1 0.2 0.0 0.2348
H -0.27834 2.57482 -1.14643 -0.3 0.1 -0.9 -1.3933
H -2.93417 2.48847 4.35037 0.1 -0.1 0.1 0.3467
H 1.69501 0.37195 -6.33879 0.0 0.1 0.0 0.4727
H 0.41954 -0.40621 -0.91486 0.0 0.0 0.0 0.0028
H -1.68051 1.23670 4.28068 -0.1 0.1 -0.1 0.3028
H 1.91137 0.27581 -4.59733 0.0 0.0 0.0 0.1986
H -1.56850 5.48971 -4.89529 0.0 -0.2 0.0 0.4214
H -2.28068 -0.59358 2.10083 -0.1 0.1 0.0 0.2559
H 4.31103 0.85138 -3.68414 0.1 -0.1 0.4 0.0725
H -1.27224 2.91737 3.91715 -0.1 -0.1 -0.1 0.3068
H -1.59258 -2.29835 0.07081 0.1 0.3 0.1 0.2969
H 1.50711 2.87717 -6.17439 0.0 0.0 0.2 0.4583
H -3.45157 4.35676 -2.71587 0.0 0.1 0.1 0.2992
H 0.00503 1.75241 1.28048 -0.2 -0.1 -0.2 0.1007
H -3.21785 -0.16226 0.65943 0.0 0.1 0.3 0.4081
H -2.77726 5.88560 -2.09447 -0.1 -0.3 0.0 0.3774
H -2.82732 4.43332 -1.05242 0.0 0.2 -0.1 0.0149
H 2.98782 4.05395 -3.03376 -0.2 -0.1 -0.5 -0.0891
H 3.14012 1.06967 -5.58370 -0.1 0.0 -0.1 0.2930
H -3.31052 4.08360 1.25239 -0.1 -0.2 0.1 0.2745
H 3.79661 3.65519 -0.76759 -0.1 0.0 0.4 0.3962
H 2.19408 0.46314 -2.52286 0.2 0.1 0.1 -0.3648
H 4.51119 -0.57827 -2.64076 0.0 0.1 -0.1 0.4351
H 4.62924 4.48202 -4.81953 -0.1 -0.2 -0.2 0.4481
H -0.66503 3.34524 0.93328 -0.3 -0.2 0.0 0.2731
H 2.97673 0.31467 -0.96262 0.2 0.2 -0.1 0.5743
H 2.56669 1.47252 1.03918 0.2 0.1 -0.1 0.2578
H -3.93472 0.02411 2.26486 0.1 -0.1 -0.1 0.4615
H 1.27662 5.42485 -2.43019 -0.3 0.0 0.1 0.2549
H 2.25958 4.86392 -4.42836 0.2 -0.2 -0.2 0.4278
H -4.53015 3.12026 2.12326 0.0 0.1 -0.3 0.3953
H 0.25445 2.03176 -5.25499 0.2 0.2 0.1 0.3341
H -4.17225 2.77288 0.41463 0.0 0.0 0.2 0.2978
```
Positions in Å, forces in eV/Å.

The calculation puts the energy above the lowest of the compared OMol25 structures with the same formula, charge and spin at 174.6 kJ/mol. The value obtained for the total energy is -50310.328 eV. For the gap between HOMO and LUMO, the calculation gives 0.299 Eh. The HOMO energy comes out at -7.7 eV.

---

[2]
Density functional theory data (ωB97M-V/def2-TZVPD) for a molecular structure, C18H47O17S5V at a distorted geometry.

The geometry in XYZ format:
```
88
Properties=species:S:1:pos:R:3:forces:R:3:mulliken_charge:R:1
V 0.12535 -0.45274 -0.29331 1.4 1.0 1.7 2.0505
S -0.63719 -3.19605 1.95106 0.4 0.6 0.6 0.7509
S -1.02199 2.98976 -0.85452 -0.4 -0.2 -0.6 1.2734
S 3.04201 1.36647 -1.66643 0.7 -0.3 -0.1 0.8731
S -3.23448 0.40345 1.00305 0.1 -0.1 -0.2 0.9007
S 2.75949 -3.05517 -0.83029 0.9 -0.1 -1.4 1.0167
O -2.58964 2.88453 -0.92410 0.1 0.0 0.0 0.1902
O 2.93917 2.76447 -1.92945 -0.1 0.3 0.2 -0.7940
O -0.56219 1.64072 -0.73077 0.1 -0.2 0.1 -0.1906
O 0.98559 0.21833 1.41769 -0.6 -0.3 -1.5 -0.8465
O -2.01553 -0.16147 0.51700 0.1 -0.5 0.1 -0.5077
O -3.20245 1.71128 1.55593 -0.1 0.4 0.4 -0.7151
O -0.41260 -0.83785 -1.69446 -0.4 -0.1 -0.7 -0.2348
O 3.21653 -3.91290 0.18591 0.3 -0.7 1.0 -0.7070
O -2.17848 -3.32497 1.99827 -0.8 -0.1 0.2 0.0360
O -0.39578 -2.28733 0.87936 -0.1 0.3 -0.7 -0.7989
O -0.64293 3.95731 0.10119 0.3 0.6 0.6 -0.7239
O 1.87216 0.64192 -1.28720 -0.4 -0.4 0.0 -0.4999
O -0.02798 -4.47187 1.92968 0.3 -0.8 -0.1 -0.7082
O -3.78728 -0.61881 2.06273 0.0 0.4 0.1 0.0934
O 3.95326 -2.13425 -1.32625 0.1 -0.2 -0.2 -0.0451
O 3.62643 0.65707 -2.94393 -0.3 -0.1 -0.2 0.0886
O 1.70555 -2.14305 -0.60858 -0.9 1.0 0.4 -0.3912
C 1.04300 1.17315 3.61962 -0.5 0.0 0.6 -1.5687
C 1.69846 2.57633 1.67065 0.4 0.2 -0.6 -1.2272
C 6.23367 -1.70104 -1.94341 -0.9 0.1 0.3 -0.9863
C 4.33524 1.01959 -0.52566 -0.4 0.3 -0.2 -0.5372
C -0.21453 -2.38153 3.44359 0.4 -0.2 0.3 -0.8372
C -4.44311 0.29990 -0.27496 0.3 -0.1 0.2 -1.1675
C -3.15143 -5.55008 1.94774 -0.3 -0.2 0.2 -1.2155
C -4.59514 -0.11905 3.16512 -0.6 -0.9 0.9 -0.2334
C 0.83727 1.40507 2.13778 -0.6 0.7 0.0 1.3152
C 5.20967 -2.79011 -1.63525 1.0 -0.1 0.2 -0.4459
C -3.39034 4.04406 -0.55596 -0.4 0.1 0.6 -0.3819
C 2.36112 -3.98346 -2.26845 0.0 0.2 -0.3 -1.1999
C 3.98691 1.44476 -4.11393 0.0 0.2 -0.3 -0.3280
C 2.80429 2.01368 -4.85017 -0.9 -0.2 0.2 -1.0462
C -4.20796 4.47862 -1.73160 0.0 0.2 -0.7 -1.1983
C -0.57352 3.54463 -2.45395 0.6 0.3 -0.1 -1.2093
C -2.73523 -4.39681 2.82164 0.0 -0.1 0.1 -0.3028
C -5.85618 0.61441 2.79087 -0.2 0.1 -0.9 -1.2261
H 2.08034 0.95806 3.88220 0.0 -0.1 -0.1 0.3226
H -6.41612 0.02428 2.05741 0.0 -0.1 0.2 0.3079
H -0.25525 -3.09401 4.26603 -0.3 0.0 0.0 0.5618
H 5.10959 -3.48189 -2.47434 -0.3 0.2 -0.1 0.3204
H -3.82604 -6.19478 2.51685 0.0 0.0 0.0 0.4220
H -4.91553 -1.05771 3.62374 0.1 0.0 0.0 0.2846
H -2.76088 4.81265 -0.11454 0.2 0.0 -0.3 0.4775
H -0.85390 -1.51750 3.58900 0.0 0.0 0.0 0.1168
H 5.99214 -1.23962 -2.89992 0.3 0.0 -0.1 0.2057
H 4.11281 1.58828 0.36787 0.0 0.0 0.2 0.2543
H -3.73237 -5.13089 1.12636 0.1 -0.2 -0.2 0.2887
H -4.02298 0.74501 -1.17258 0.0 0.1 0.0 0.3469
H -0.90578 2.85296 -3.22118 0.0 -0.1 0.1 0.3481
H 4.32708 -0.04980 -0.34047 0.0 0.1 0.0 -0.0647
H -4.64696 -0.75628 -0.42741 -0.1 0.0 -0.1 0.3517
H -0.93506 4.55386 -2.63964 -0.3 -0.1 0.2 0.4737
H 5.54145 -3.37719 -0.77712 -0.2 0.1 0.1 0.3844
H 1.64873 2.70726 0.58579 0.1 -0.3 0.0 -0.0169
H 7.25098 -2.07790 -1.91084 0.0 -0.2 -0.2 0.4473
H -2.33845 -6.17515 1.59062 0.2 0.2 -0.1 0.2789
H -4.05336 3.73790 0.25535 0.2 -0.4 -0.1 0.2560
H 6.14301 -0.93015 -1.17578 0.2 -0.1 0.0 0.1991
H -4.71387 3.61986 -2.17381 -0.2 0.0 0.1 0.2869
H -0.18928 1.80292 2.00124 0.0 -0.4 0.1 -0.3932
H 3.11491 -4.73763 -2.47076 -0.1 -0.2 0.3 0.4579
H 2.05568 1.24138 -5.05015 0.3 -0.1 -0.2 0.2794
H -5.30607 0.83978 0.09952 -0.2 0.0 -0.2 0.4843
H 3.12718 2.45545 -5.79047 0.0 0.0 0.0 0.4312
H -4.94722 5.22129 -1.43164 -0.1 -0.1 0.1 0.4084
H 1.33507 3.54530 2.02253 -0.1 -0.2 0.4 0.3394
H 4.49292 0.72182 -4.74870 0.2 0.0 0.1 0.3139
H 2.26818 2.74830 -4.25208 0.3 0.2 -0.1 0.1954
H 0.83203 -2.09095 3.35082 -0.1 0.2 -0.2 0.3515
H 0.51766 3.61305 -2.41318 0.0 -0.2 -0.1 0.2837
H -3.99749 0.38224 3.92441 0.3 0.3 -0.4 0.3705
H 2.32615 -3.31232 -3.12515 -0.2 0.2 0.1 0.3025
H 0.70916 2.03799 4.20349 0.3 0.1 -0.2 0.4135
H 5.24693 1.36842 -1.00419 0.1 0.0 0.1 0.4383
H -6.49942 0.73641 3.65933 0.1 0.0 0.1 0.4332
H -2.01265 -4.63972 3.60045 0.0 -0.2 -0.1 0.3512
H 0.40270 0.36473 3.98304 0.2 -0.1 -0.2 0.2531
H 2.74428 2.47925 1.97804 0.0 -0.1 0.0 0.3963
H 4.66746 2.24858 -3.83194 0.1 -0.2 0.1 0.3900
H -3.62286 -3.99433 3.30801 0.1 0.3 -0.1 0.3360
H -5.70207 1.58537 2.31963 0.2 0.1 0.3 0.2617
H -3.62699 4.93885 -2.53430 0.2 0.0 0.1 0.2895
H 1.37497 -4.40439 -2.08781 0.1 -0.2 0.0 0.4442
```
Positions in Å, forces in eV/Å.

The spin multiplicity is 2. The calculation puts the energy above the lowest of the compared OMol25 structures with the same formula, charge and spin at 37.1 kJ/mol. The value obtained for the total energy is -134093.230 eV. For the gap between HOMO and LUMO (spin up / spin down), the calculation gives 0.309 / 0.330 Eh. The HOMO energy (spin up / spin down) comes out at -10.7 / -10.8 eV. As for the charge: +1.